The following is a quantum chemistry calculation of a structure of composition C3H7N3O2 in a non-equilibrium geometry, from OMol25.

Element x y z (Å)
C -1.359 -0.255 0.361
C 0.980 -0.195 0.237
C 0.485 2.092 -0.556
H -2.199 -0.598 -0.670
H -1.222 0.794 0.737
H -1.905 -0.771 1.148
H 0.456 -2.724 0.216
H -0.333 -2.293 -1.240
H 1.935 1.551 0.786
H 1.156 3.074 -0.515
N -0.270 -0.828 0.085
N -0.357 -2.257 -0.147
N 1.030 1.186 0.380
O 2.007 -0.766 0.488
O -0.405 1.990 -1.309

The charge is 0. The LUMO energy is 0.62 eV. Its molar mass is 117.11 u. The value obtained for the HOMO energy is -8.863 eV. The multiplicity is 1. The value obtained for the energy relative to the best compared isomer or geometry (same formula, charge and spin) is 4.2142 eV. The largest force on an atom comes out at 10.4 eV Å⁻¹.

Mulliken population analysis, charges in e, atoms 1 to 4: number 1, C, carries -0.893; number 2, C, carries 0.547; number 3, C, carries 0.026; number 4, H, carries 0.157

---

The following is a quantum chemistry calculation of a cluster of 2 separate species, C3H7N3O2 in total in a non-equilibrium geometry, from OMol25.

Element x y z (Å)
C -2.439 -0.645 -0.022
C -0.322 0.518 -0.300
C 1.274 0.375 -0.234
H -2.856 -1.528 -0.517
H -3.081 -0.381 1.024
H -2.851 0.253 -0.689
H -0.490 -1.116 0.549
H 1.007 2.305 -0.125
H 1.632 -1.588 0.493
H 3.023 0.494 0.424
N -1.021 -0.556 0.031
N 1.787 1.421 0.195
N 1.982 -0.775 -0.599
O -0.855 1.722 -0.251
O 3.211 -0.500 0.022

The charge is 0. The LUMO energy is -0.37 eV. Its molar mass is 117.11 u. The value obtained for the HOMO energy is -9.909 eV. The multiplicity is 1. The value obtained for the energy relative to the best compared isomer or geometry (same formula, charge and spin) is 7.7075 eV. The largest force on an atom comes out at 6.9 eV Å⁻¹.

Mulliken population analysis, charges in e, atoms 1 to 4: number 1, C, carries -0.794; number 2, C, carries 0.768; number 3, C, carries -0.083; number 4, H, carries 0.346

---

The following is a quantum chemistry calculation of a structure of composition C3H7N3O2 in a non-equilibrium geometry, from OMol25.

Element x y z (Å)
C -2.430 0.247 0.012
C -0.252 -0.587 -0.202
C 1.248 1.176 -0.257
H -2.359 0.682 -1.010
H -2.406 1.144 0.700
H -3.462 -0.186 0.230
H 0.191 -2.472 0.253
H 2.270 -0.583 0.082
H 1.293 2.304 -0.416
H 2.893 1.019 1.077
N 0.576 -1.508 0.031
N 0.079 0.566 -0.701
N 2.055 0.559 0.475
O -1.575 -0.871 0.156
O 1.878 -1.490 -0.431

The charge is 0. The LUMO energy is 0.90 eV. Its molar mass is 117.11 u. The value obtained for the HOMO energy is -9.028 eV. The multiplicity is 1. The value obtained for the energy relative to the best compared isomer or geometry (same formula, charge and spin) is 5.1746 eV. The largest force on an atom comes out at 7.1 eV Å⁻¹.

Mulliken population analysis, charges in e, atoms 1 to 4: number 1, C, carries -0.606; number 2, C, carries 0.703; number 3, C, carries 0.002; number 4, H, carries 0.294